# 1
Density functional theory data (ωB97M-V/def2-TZVPD) for a 13-piece molecular cluster, C29H86N2O15 overall in a non-equilibrium geometry.

Structure (XYZ):
```
132
Properties=species:S:1:pos:R:3:forces:R:3
O 0.08851 -3.64960 2.36568 0.079 -0.272 0.101
O -1.93888 3.40609 1.48196 -0.277 0.173 -0.257
O -2.70683 -1.46700 4.52807 -0.051 -0.056 0.331
O 1.55711 1.16261 3.99469 -0.214 -0.153 0.339
O 4.72136 -2.16714 1.61328 -0.106 0.531 -0.377
O -7.05582 -2.57365 2.06353 -0.059 0.121 0.524
O 3.53947 0.14959 -7.21410 -0.010 0.174 0.261
O 5.78882 2.24815 6.21505 -0.063 -0.057 0.115
O -1.29680 5.76555 -0.49104 0.181 -0.074 -0.216
O 3.50386 0.34882 0.71111 -1.122 0.148 0.156
O -0.59236 -3.27721 -4.22450 0.018 -0.300 0.191
O 0.10505 1.09848 -2.00331 0.239 -0.396 0.199
O -3.70511 -0.26643 -3.72669 0.065 0.688 0.128
O 3.66655 5.27070 -4.32621 0.018 -0.177 -0.063
O -2.00948 -1.39076 -5.89412 0.022 0.308 -0.228
N -0.27674 1.27207 0.79631 0.183 -0.258 0.141
N -4.11857 -3.49843 2.88124 -0.361 -0.007 0.175
C 2.89758 0.76948 3.96912 0.689 -0.235 0.081
C -0.13930 1.88775 -3.14440 0.260 0.573 0.571
C -6.66891 -3.60311 2.96192 0.090 0.241 -0.351
C -0.79732 0.14264 0.00830 0.478 0.284 0.320
C 0.32169 -3.84032 0.97550 0.623 0.418 -0.226
C 1.09067 1.72701 2.78178 -0.288 0.222 0.443
C 3.19825 2.32125 -0.60001 -0.465 -0.736 -0.281
C -0.28142 -2.86016 -2.91301 -0.318 0.869 0.118
C -1.40659 -0.15375 -6.32661 -0.569 -0.255 -0.174
C -0.25743 4.81465 -0.70660 -0.673 -0.767 1.031
C 2.97707 4.02871 -4.31975 -0.600 0.461 0.337
C -5.34127 -4.20379 2.49352 -0.245 -0.150 0.461
C -3.21661 2.78627 1.55554 0.562 -0.117 -0.028
C -2.86161 -1.40404 3.13147 0.016 -0.460 -1.179
C 7.18082 2.44576 6.08924 0.396 0.397 -0.428
C -2.51190 -0.20657 5.13163 0.692 0.148 0.036
C 3.06262 0.32032 -4.83059 0.806 -0.381 -0.991
C 2.52484 0.46322 -6.24414 0.394 0.332 -0.558
C 1.71632 -4.38808 0.70331 -0.302 -0.876 0.538
C -4.13470 -1.13420 -2.69431 0.446 -1.239 -0.837
C 4.17831 1.46330 0.17251 0.699 -0.044 -0.165
C 5.65170 -3.01880 2.27520 0.309 0.252 -0.369
C 6.10563 -2.42279 3.57655 -0.343 0.765 1.201
C -4.85562 -2.33998 -3.30201 -0.885 0.804 -0.736
C -4.16249 -2.05720 2.67069 0.564 0.205 0.641
C 0.92122 5.40201 -1.40801 0.664 0.258 -0.212
C -8.33255 -2.05289 2.39104 0.130 -0.349 -0.482
C -0.01676 0.86852 2.18670 0.379 -0.226 -0.063
C -1.06637 0.56764 -1.41331 -0.383 0.689 -0.007
H -6.56449 -3.20801 3.98302 0.022 0.071 -0.006
H 5.23197 -4.02392 2.33869 0.124 -0.029 0.273
H 6.51216 -1.41316 3.45912 0.157 -0.164 -0.486
H -0.67415 3.91691 -1.18379 0.131 0.220 -0.512
H -2.87054 -0.38691 2.72402 0.062 0.197 0.412
H -1.79555 1.39011 -1.37655 -0.221 -0.178 -0.035
H -3.38950 0.41916 4.95976 0.091 0.259 0.161
H -1.27485 -0.12489 -7.40995 0.158 -0.211 0.026
H 3.80598 -2.35918 1.83423 0.108 -0.324 0.277
H -1.90168 5.31870 0.11660 0.009 0.100 0.061
H 1.65947 4.63441 -1.65308 -0.176 -0.148 -0.031
H -1.17391 -2.52899 -2.36300 -0.061 -0.212 -0.010
H 7.68474 1.95248 6.91549 -0.116 -0.142 0.011
H 0.25917 -2.83756 0.54404 -0.318 -0.183 -0.373
H 7.57051 2.06339 5.13921 -0.029 -0.256 0.097
H 3.95756 0.94813 -4.76881 -0.135 0.163 0.204
H 7.47277 3.50258 6.11025 -0.196 0.031 0.184
H 1.75334 -0.25789 -6.51102 -0.284 0.194 0.396
H -0.06808 -0.67594 0.06843 -0.162 -0.148 -0.208
H 1.93537 4.17038 -4.00803 -0.006 0.038 -0.109
H 3.21325 0.39174 4.94192 -0.379 0.138 0.174
H -4.93550 -1.54116 3.25634 -0.348 -0.167 -0.281
H -3.29319 -1.53881 -2.11763 0.057 0.427 0.224
H -8.48968 -1.20101 1.73349 -0.138 0.039 0.091
H -7.47196 -4.35170 2.99550 0.150 -0.187 -0.063
H 5.27999 -2.23208 4.27394 -0.083 -0.455 -0.089
H -9.08872 -2.82145 2.18834 -0.133 0.124 0.036
H 4.98252 1.09387 -0.47411 -0.002 0.221 -0.128
H -2.28413 -0.30914 6.19360 -0.599 -0.393 0.051
H 2.50131 2.81742 0.07678 0.158 0.305 -0.025
H 3.41678 3.40463 -3.54533 0.282 -0.156 -0.283
H 2.19213 1.49300 -6.42176 -0.371 -0.142 -0.025
H 0.37925 -1.98382 -2.93264 0.239 -0.179 0.129
H -5.37589 -4.32442 1.40962 -0.010 0.033 -0.039
H 3.70717 3.02881 -1.25183 0.056 0.237 0.259
H -0.93166 0.93661 2.77562 -0.038 0.190 -0.012
H -3.30248 2.24854 2.50553 -0.246 -0.080 -0.045
H 4.05006 -0.28963 1.18133 0.640 0.189 -0.193
H 6.53110 -3.04965 1.62544 -0.216 -0.222 -0.166
H -8.42991 -1.75099 3.43793 0.213 0.076 0.033
H -0.38604 -4.53198 0.51702 -0.317 0.268 0.042
H 2.57745 1.68845 -1.24474 0.105 -0.050 0.003
H 1.89901 -4.59056 -0.35172 -0.022 0.432 -0.110
H 0.70362 2.71765 3.04143 0.055 0.078 -0.298
H -1.58927 0.27431 4.77790 -0.287 0.095 -0.437
H -0.43912 -0.09595 -5.84087 -0.049 0.215 0.077
H 3.44853 -0.70231 -4.81416 -0.272 -0.029 0.732
H 2.49518 -3.76152 1.12911 0.040 0.072 -0.143
H -4.34192 -2.79061 -4.15555 0.648 -0.109 0.449
H 3.09533 -0.03929 3.26064 -0.123 0.069 -0.206
H -4.00605 3.53286 1.48767 0.063 0.104 0.080
H -5.29232 -5.19719 2.94759 0.138 -0.069 -0.205
H -2.75522 -1.55673 -6.48007 -0.010 -0.201 0.086
H -4.79827 -0.55038 -2.06411 0.026 -0.044 0.169
H -5.14002 -3.10390 -2.58239 -0.025 0.018 0.032
H -2.02571 -1.92618 2.64971 0.112 0.039 0.125
H -5.73546 -1.92884 -3.81528 -0.276 -0.258 0.427
H -4.31016 -1.86684 1.60701 -0.095 0.101 -0.007
H -0.64284 -4.20067 2.65597 -0.035 0.018 -0.021
H 0.76588 2.48436 -3.27853 0.024 -0.244 -0.330
H -0.92711 2.62366 -2.94246 -0.214 -0.229 -0.165
H 4.64691 2.10547 0.93159 0.000 -0.277 0.211
H 2.38082 0.58846 -4.02934 -0.152 -0.264 0.035
H -2.08584 0.66257 -6.07251 0.356 0.221 0.246
H 3.16544 5.87817 -4.87722 0.064 0.060 0.023
H 2.96201 3.55395 -5.30270 0.261 -0.199 0.048
H -1.12930 -2.59008 -4.63744 0.042 -0.076 -0.187
H 0.62347 1.52085 0.39434 -0.086 0.040 -0.172
H 1.91670 1.81420 2.07353 -0.031 0.026 -0.091
H 0.02342 4.41201 0.27700 0.402 0.219 -0.058
H 0.66839 5.92335 -2.33287 -0.173 -0.039 0.026
H -1.48880 -0.23929 -2.01586 0.031 -0.072 -0.008
H 3.56520 1.60850 3.73305 -0.048 0.023 -0.151
H 5.34415 2.72008 5.50628 -0.011 0.010 0.008
H -1.31418 2.73098 1.11983 -0.125 0.087 0.117
H -3.34535 2.08962 0.72019 -0.132 -0.090 0.083
H -0.37437 1.29574 -4.02930 -0.040 -0.023 -0.042
H -1.72235 -0.17908 0.49247 -0.064 -0.155 -0.213
H 4.22523 0.82337 -7.15556 0.027 -0.068 -0.010
H 1.46419 6.10181 -0.76901 -0.235 0.136 0.022
H 0.17052 -3.66061 -2.33358 0.126 -0.148 -0.253
H 0.30855 -0.17843 2.27185 0.049 -0.020 -0.204
H -3.10003 -0.70008 -4.34231 -0.028 -0.354 0.164
H 1.77579 -5.37440 1.17704 0.173 0.119 0.137
H 6.86410 -2.99449 4.11253 -0.065 -0.252 -0.195
H -3.96691 -3.66634 3.87096 0.109 0.067 -0.024
```
Positions in Å, forces in eV/Å.

Values from the calculation:
F_max: 1.6 eV Å⁻¹
HOMO-LUMO gap: 9.4 eV
total energy: -2394.36288 a.u.
HOMO: -8.94 eV
2S+1: 1

---

# 2
Density functional theory data (ωB97M-V/def2-TZVPD) for C2AgLiO4 as an isolated structure in a non-equilibrium geometry.

Structure (XYZ):
```
8
Properties=species:S:1:pos:R:3:forces:R:3
Ag -1.43988 1.27204 -2.85070 0.234 -0.604 0.752
O -1.47092 -0.63007 -1.14988 0.997 -0.058 -0.237
O -0.57829 -1.18592 0.86290 0.930 -0.483 -0.024
O 0.28358 0.73672 -0.35638 -0.458 -0.631 -1.143
O 1.88602 0.73617 1.22220 -0.112 -0.825 0.141
C 1.48927 0.77379 0.09134 0.012 0.484 0.673
C -0.70153 -0.68981 -0.22458 -1.720 1.719 0.371
Li 0.53175 -1.01291 2.40511 0.117 0.398 -0.532
```
Positions in Å, forces in eV/Å.

Values from the calculation:
F_max: 2.5 eV Å⁻¹
HOMO-LUMO gap (spin up / spin down): 5.8 / 8.8 eV
net charge: +1
total energy: -531.40955 a.u.
HOMO (spin up / spin down): -11.69 / -14.69 eV
2S+1: 2

---

# 3
Density functional theory data (ωB97M-V/def2-TZVPD) for C2AsBaF6OS3 as an isolated structure.

Structure (XYZ):
```
14
Properties=species:S:1:pos:R:3:forces:R:3
Ba -0.14081 -0.39233 0.59304 0.288 0.138 -0.145
As 2.66117 0.47064 -1.27523 -0.202 -0.024 0.157
S -1.72461 -0.96922 3.15252 -0.077 -0.040 -0.066
S -4.46868 -1.34727 2.42360 -0.043 0.008 0.009
S -2.56181 -2.24569 0.49276 -0.015 -0.012 0.048
F 2.52512 0.33506 0.50009 -0.087 -0.019 0.008
F 4.06336 -0.48936 -1.25189 -0.010 0.007 -0.007
F 1.09060 1.32929 -1.15318 0.039 -0.085 0.021
F 1.63483 -1.00991 -1.27631 0.103 0.039 -0.074
F 2.58258 0.53892 -2.97071 -0.025 0.001 -0.012
F 3.49483 1.94391 -1.11781 -0.009 -0.032 -0.013
O -3.62883 1.97919 -0.14024 -0.008 -0.038 -0.006
C -2.68519 1.39735 0.01416 0.014 0.012 0.045
C -2.84256 -1.54060 2.00920 0.031 0.045 0.032
```
Positions in Å, forces in eV/Å.

Values from the calculation:
F_max: 0.4 eV Å⁻¹
HOMO-LUMO gap (spin up / spin down): 8.3 / 6.8 eV
total energy: -4206.68000 a.u.
HOMO (spin up / spin down): -9.24 / -9.54 eV
2S+1: 2

---

# 4
Density functional theory data (ωB97M-V/def2-TZVPD) for a 2-piece molecular cluster, C2Br2N2P overall in a non-equilibrium geometry.

Structure (XYZ):
```
7
Properties=species:S:1:pos:R:3:forces:R:3
Br 2.19817 -2.07775 1.98192 -1.120 1.887 0.146
Br -1.64108 0.08544 0.01559 0.073 -0.496 0.382
P 1.33036 -0.04394 1.53846 1.237 -2.405 0.314
N -3.63455 1.43440 -1.58354 -2.949 1.922 -2.486
N 2.57948 -0.21438 -1.04367 0.764 -0.026 -1.645
C 2.06855 -0.14671 -0.02354 -0.871 0.705 1.142
C -2.90093 0.96293 -0.88522 2.867 -1.587 2.146
```
Positions in Å, forces in eV/Å.

Values from the calculation:
F_max: 4.3 eV Å⁻¹
HOMO-LUMO gap: 5.5 eV
net charge: +1
total energy: -5674.67767 a.u.
HOMO: -15.16 eV
2S+1: 1

---

# 5
Density functional theory data (ωB97M-V/def2-TZVPD) for C2BrClF3I as an isolated structure in a non-equilibrium geometry.

Structure (XYZ):
```
8
Properties=species:S:1:pos:R:3:forces:R:3
I -0.06955 1.34957 2.15588 -0.111 0.180 0.216
Br 2.38784 -0.67872 1.17561 -0.566 0.359 -0.648
Cl -2.16120 0.54685 -0.49853 0.294 0.470 -0.836
F -0.39205 -0.85339 -2.00817 -0.447 1.452 1.043
F 1.40821 1.41022 -0.27870 0.735 1.064 -1.322
F -1.30073 -1.71998 -0.33906 0.085 -1.797 1.365
C 0.98476 0.53107 0.54078 -1.675 -2.599 0.762
C -0.85728 -0.58561 -0.74781 1.685 0.872 -0.580
```
Positions in Å, forces in eV/Å.

Values from the calculation:
F_max: 3.2 eV Å⁻¹
HOMO-LUMO gap (spin up / spin down): 8.2 / 8.0 eV
total energy: -3707.57483 a.u.
HOMO (spin up / spin down): -9.50 / -9.17 eV
2S+1: 1

---

# 6
Density functional theory data (ωB97M-V/def2-TZVPD) for C2BrClFIO as an isolated structure in a non-equilibrium geometry.

Structure (XYZ):
```
7
Properties=species:S:1:pos:R:3:forces:R:3
I -2.27087 -0.72831 -0.07021 0.296 0.115 0.113
Br -0.48028 2.14819 -0.09576 0.053 -0.203 0.031
Cl 1.98305 -1.05600 0.38752 0.286 -0.169 0.061
F -0.13463 0.15679 1.65922 0.103 -0.128 0.269
O 0.62113 -0.40081 -1.70929 -0.011 0.008 0.305
C -0.38797 0.25573 0.35583 -1.017 0.500 -0.266
C 0.66957 -0.37559 -0.52730 0.289 -0.123 -0.513
```
Positions in Å, forces in eV/Å.

Values from the calculation:
F_max: 1.2 eV Å⁻¹
HOMO-LUMO gap: 9.5 eV
total energy: -3583.20186 a.u.
HOMO: -10.28 eV
2S+1: 1

---

Copy entry 2 word for word.
Density functional theory data (ωB97M-V/def2-TZVPD) for C2AgLiO4 as an isolated structure in a non-equilibrium geometry.

Structure (XYZ):
```
8
Properties=species:S:1:pos:R:3:forces:R:3
Ag -1.43988 1.27204 -2.85070 0.234 -0.604 0.752
O -1.47092 -0.63007 -1.14988 0.997 -0.058 -0.237
O -0.57829 -1.18592 0.86290 0.930 -0.483 -0.024
O 0.28358 0.73672 -0.35638 -0.458 -0.631 -1.143
O 1.88602 0.73617 1.22220 -0.112 -0.825 0.141
C 1.48927 0.77379 0.09134 0.012 0.484 0.673
C -0.70153 -0.68981 -0.22458 -1.720 1.719 0.371
Li 0.53175 -1.01291 2.40511 0.117 0.398 -0.532
```
Positions in Å, forces in eV/Å.

Values from the calculation:
F_max: 2.5 eV Å⁻¹
HOMO-LUMO gap (spin up / spin down): 5.8 / 8.8 eV
net charge: +1
total energy: -531.40955 a.u.
HOMO (spin up / spin down): -11.69 / -14.69 eV
2S+1: 2

---

- Which of these has the lowest total energy?
  C2Br2N2P